[1]
Below is a cluster of 4 separate species, C3H12O4 in total, with properties calculated with ωB97M-V with the def2-TZVPD basis set.

Structure (XYZ):
```
19
Properties=species:S:1:pos:R:3:forces:R:3
C -1.697 -0.852 0.191 2.5 0.5 0.1
C -0.477 -0.717 0.787 -2.1 -0.2 0.3
O 0.375 0.100 0.174 2.2 1.2 -0.1
C -0.027 -1.564 1.967 1.1 -0.3 -3.1
H -2.417 -1.500 0.610 -0.7 -0.5 0.1
H -1.740 -0.456 -0.829 -0.6 0.1 0.5
H 1.162 0.373 0.703 -1.0 -0.6 -0.3
H 0.229 -2.466 1.347 0.0 0.2 1.3
H 0.848 -1.276 2.550 -0.3 0.4 -0.1
H -0.899 -1.722 2.506 -1.3 -0.7 1.5
H 2.395 -0.108 -0.965 0.1 -0.4 0.0
H 3.934 -0.485 -0.664 0.2 -1.0 0.9
O 3.326 0.032 -1.153 -0.2 1.4 -1.0
H -1.802 2.247 0.504 -1.2 0.5 -1.3
H -3.090 2.403 -0.494 1.1 0.0 0.7
O -2.256 2.815 -0.179 0.2 -0.6 0.5
H 0.785 1.813 -2.097 -0.5 0.2 0.3
H 0.321 0.377 -2.461 -1.3 -0.5 0.3
O 1.030 0.986 -2.496 1.7 0.3 -0.7
```
Forces are in eV/Å.

ΔE to the lowest compared entry with this formula, charge and spin, eV: 1.6854
Max |F|, eV/A: 3.313
Energy, Eh: -422.399540
Multiplicity: 1
SMILES: C=C(C)O.O.O.O
Frontier orbital gap, eV: 9.37

Atomic partial charges in e from the Löwdin method, atoms 1 to 8: 0.038, -0.482, 0.002, -0.013, 0.042, 0.066, 0.133, 0.112


[2]
Below is a cluster of 4 separate species, C3H12O4S in total, with properties calculated with ωB97M-V with the def2-TZVPD basis set.

Structure (XYZ):
```
20
Properties=species:S:1:pos:R:3:forces:R:3
O 1.962 -1.052 -1.171 1.2 0.6 -1.9
C 1.448 -1.479 -0.202 0.4 -2.0 1.8
C 0.331 -0.865 0.481 -2.1 2.2 0.3
C -0.345 -1.834 1.452 -1.6 -0.3 -0.9
S -1.979 -1.008 1.881 0.5 -1.0 0.6
H 1.754 -2.479 0.293 0.1 0.8 -0.7
H -0.400 -0.494 -0.369 1.3 -0.7 1.7
H 0.616 0.078 1.077 -0.2 -1.2 -1.1
H -0.467 -2.904 0.986 0.1 2.0 1.1
H 0.144 -1.853 2.432 0.1 -0.3 -0.4
H -2.329 -0.574 0.678 0.1 0.0 -0.4
H 2.021 2.112 -1.380 -0.3 0.7 0.7
H 0.864 2.772 -0.687 -4.5 -0.4 0.4
O 1.753 2.838 -0.776 4.7 -0.4 -1.1
H -1.803 -1.425 -2.367 -0.4 -2.1 0.6
H -0.772 -0.730 -3.296 -1.2 0.0 1.0
O -1.568 -0.603 -2.717 1.6 2.1 -1.5
H 0.335 3.394 1.268 3.1 2.8 1.3
H -1.194 3.216 1.356 -0.8 0.8 0.6
O -0.371 2.888 1.059 -2.3 -3.7 -1.9
```
Forces are in eV/Å.

ΔE to the lowest compared entry with this formula, charge and spin, eV: 1.1994
Max |F|, eV/A: 4.869
Energy, Eh: -820.590686
Multiplicity: 1
SMILES: O=CCCS.O.O.O
Frontier orbital gap, eV: 9.78

Atomic partial charges in e from the Löwdin method, atoms 1 to 8: 0.075, -0.350, -0.295, -0.531, 0.674, 0.141, 0.126, 0.148


[3]
Below is a cluster of 2 separate species, C3H13BrSi3 in total, with properties calculated with ωB97M-V with the def2-TZVPD basis set.

Structure (XYZ):
```
20
Properties=species:S:1:pos:R:3:forces:R:3
C 0.626 0.618 -0.782 -0.3 3.6 4.6
C -2.362 0.621 -1.553 -1.4 -5.2 2.3
C -1.533 0.997 1.355 -2.7 0.5 1.9
Si 3.966 -1.449 0.476 0.6 -0.4 -2.7
Si -0.784 -2.278 -0.569 -0.1 -0.3 -1.9
Si -1.069 -0.041 -0.166 -0.8 2.7 -0.3
Br 5.041 0.448 -0.241 -0.8 -0.5 0.4
H 1.011 0.092 -1.534 1.9 -2.3 -3.0
H 0.621 1.693 -1.099 -0.8 -0.8 -0.1
H 1.400 0.797 0.077 -1.2 -1.1 -1.2
H -3.318 0.941 -1.069 0.6 -0.7 -0.5
H -1.975 1.440 -1.955 1.9 3.5 -2.0
H -2.479 -0.221 -2.327 -0.2 1.5 1.0
H -0.796 1.307 2.078 1.0 0.3 -0.3
H -2.227 1.899 1.201 1.4 -0.8 -0.6
H -2.231 0.563 2.146 0.6 -0.6 -1.2
H 3.230 -1.354 1.699 -0.3 0.3 0.7
H 5.196 -2.276 0.526 -0.5 -0.2 0.3
H 3.039 -2.037 -0.685 0.9 0.8 1.3
H -0.565 -3.191 0.527 0.1 -0.2 1.4
```
Forces are in eV/Å.

ΔE to the lowest compared entry with this formula, charge and spin, eV: 3.1760
Max |F|, eV/A: 5.848
Energy, Eh: -3564.470678
Multiplicity: 1
Frontier orbital gap, eV: 6.62

Atomic partial charges in e from the Löwdin method, atoms 1 to 8: -0.264, -0.216, -0.272, 0.204, 0.602, 0.276, 0.128, -0.060


[4]
Below is a cluster of 2 separate species, C3H13N2O in total, with properties calculated with ωB97M-V with the def2-TZVPD basis set.

Structure (XYZ):
```
19
Properties=species:S:1:pos:R:3:forces:R:3
N 0.415 0.249 -2.326 -1.1 0.5 0.0
C 0.166 -1.051 -1.813 3.0 -1.6 2.2
C -0.085 -0.962 -0.255 -0.6 -0.2 0.4
N 0.939 -0.028 0.290 1.4 1.6 -0.1
C 0.971 0.104 1.826 -0.5 -2.7 -1.6
H 1.306 0.468 -2.731 -0.1 -0.3 -0.5
H -0.394 0.631 -2.792 0.4 0.3 -0.3
H 0.774 0.952 0.021 -0.3 -0.7 -0.9
H -0.397 -1.796 -2.370 -0.9 0.5 0.1
H 1.163 -1.624 -1.753 -0.9 0.8 -0.5
H -1.000 -0.511 0.149 -0.3 -0.5 -0.7
H 0.112 -1.922 0.280 -0.4 0.5 -0.6
H 1.803 -0.265 -0.215 0.2 0.1 0.8
H 1.965 0.076 2.268 -0.1 0.8 -0.3
H 0.548 -0.881 2.025 -0.2 0.3 1.1
H 0.253 0.884 1.999 0.2 0.3 0.8
H -2.473 2.603 1.808 -0.4 0.3 0.1
H -3.497 1.419 1.813 -0.2 0.3 0.1
O -2.568 1.653 1.775 0.7 -0.6 -0.2
```
Forces are in eV/Å.

ΔE to the lowest compared entry with this formula, charge and spin, eV: 1.6763
Max |F|, eV/A: 4.079
Energy, Eh: -306.574087
Total charge: +1
Multiplicity: 1
Frontier orbital gap, eV: 10.75

Atomic partial charges in e from the Löwdin method, atoms 1 to 8: 0.006, -0.238, -0.126, -0.047, 0.056, 0.089, 0.095, 0.161


[5]
Below is a cluster of 2 separate species, C3H13N2O in total, with properties calculated with ωB97M-V with the def2-TZVPD basis set.

Structure (XYZ):
```
19
Properties=species:S:1:pos:R:3:forces:R:3
C 0.039 0.805 1.030 0.0 1.5 0.0
C 0.516 -0.538 1.507 -1.3 -0.8 0.3
C -0.296 -1.661 0.880 -0.5 -0.3 -0.8
N 0.163 -1.810 -0.521 -0.1 0.8 0.8
N 0.754 1.243 -0.264 -0.3 -0.1 1.3
H -1.025 0.867 0.810 0.0 -0.5 -0.1
H 0.151 1.581 1.795 0.5 -0.1 -0.3
H 1.543 -0.757 1.259 0.6 0.3 0.2
H 0.390 -0.577 2.584 0.2 0.1 0.2
H -1.363 -1.411 0.837 0.2 0.2 0.1
H -0.265 -2.599 1.441 0.4 0.1 0.1
H 1.027 -2.330 -0.521 -0.1 -0.4 -0.4
H -0.546 -2.243 -1.088 0.2 -0.4 -0.2
H 0.062 1.560 -0.956 0.0 -0.4 -0.7
H 1.277 0.400 -0.512 -0.2 0.2 -0.9
H 1.379 2.032 -0.124 0.2 -0.1 0.2
H -0.830 2.059 -3.319 0.0 0.2 0.3
H -1.826 1.341 -2.437 0.0 0.3 0.1
O -1.150 2.037 -2.402 0.1 -0.6 -0.2
```
Forces are in eV/Å.

ΔE to the lowest compared entry with this formula, charge and spin, eV: 0.5109
Max |F|, eV/A: 1.549
Energy, Eh: -306.616915
Total charge: +1
Multiplicity: 1
Frontier orbital gap, eV: 10.59

Atomic partial charges in e from the Löwdin method, atoms 1 to 8: -0.128, -0.191, -0.263, 0.004, 0.199, 0.128, 0.132, 0.116


[6]
Below is a cluster of 2 separate species, C3H13N2O in total, with properties calculated with ωB97M-V with the def2-TZVPD basis set.

Structure (XYZ):
```
19
Properties=species:S:1:pos:R:3:forces:R:3
C -1.093 0.222 -1.185 0.4 -0.5 -0.2
C -1.004 0.832 0.202 0.3 0.7 -0.1
C 0.355 1.481 0.501 -0.4 -0.2 -0.1
N 1.505 0.527 0.273 -0.3 0.1 -0.7
N -0.016 -0.808 -1.391 -0.5 0.2 -0.1
H -0.939 0.997 -1.938 0.0 0.1 0.1
H -2.078 -0.198 -1.379 0.0 0.0 0.1
H -1.277 0.177 1.018 0.0 -0.5 0.0
H -1.719 1.651 0.225 -0.2 0.1 0.1
H 0.517 2.342 -0.143 0.0 0.0 0.0
H 0.354 1.804 1.532 0.2 0.2 0.2
H 1.910 0.164 1.127 -0.1 -0.2 0.0
H 2.241 0.997 -0.253 0.1 -0.1 0.2
H 0.203 -0.867 -2.380 0.1 0.0 0.0
H 1.061 -0.254 -0.414 0.2 0.1 0.3
H -0.370 -1.726 -1.145 0.1 0.0 0.2
H -0.334 -2.963 1.392 0.1 0.1 0.1
H 0.557 -2.247 2.406 -0.1 -0.1 0.0
O 0.128 -2.130 1.552 0.0 0.0 -0.1
```
Forces are in eV/Å.

ΔE to the lowest compared entry with this formula, charge and spin, eV: 0.2291
Max |F|, eV/A: 0.763
Energy, Eh: -306.627270
Total charge: +1
Multiplicity: 1
Frontier orbital gap, eV: 11.50

Atomic partial charges in e from the Löwdin method, atoms 1 to 8: -0.201, -0.180, -0.140, 0.135, 0.006, 0.123, 0.121, 0.105